1.
Here is 2 unconnected molecules or ions with the total composition C2H5I in a non-equilibrium geometry from the OMol25 dataset. Energies are from wB97M-V/def2-TZVPD.

Properties
HOMO energy (alpha / beta) in eV: -9.15 / -8.42
Energy relative to the best compared isomer or geometry (same formula, charge and spin) in eV: 3.745
Frontier orbital gap (alpha / beta) in eV: 8.830 / 8.044
LUMO energy (alpha / beta) in eV: -0.3 / -0.4
E_tot in eV: -10251.49330

Last columns: bonded neighbours and bond lengths (Å).
Geometry (Å):
1 C -0.532 0.631 -0.004  C2 1.489, H4 1.117, H5 1.119, H6 1.054
2 C 0.402 -0.463 0.379  C1 1.489, I3 2.030, H8 1.077
3 I 2.326 -0.033 -0.106  C2 2.030
4 H -0.022 0.955 -0.943  C1 1.117
5 H -1.597 0.290 0.003  C1 1.119
6 H -0.553 1.515 0.570  C1 1.054
7 H -0.268 -1.749 -1.095  no bonds
8 H 0.245 -1.146 1.196  C2 1.077

***

2.
Here is 2 unconnected molecules or ions with the total composition C2H5I2N in a non-equilibrium geometry from the OMol25 dataset. Energies are from wB97M-V/def2-TZVPD.

Properties
HOMO energy (alpha / beta) in eV: -8.81 / -7.90
Energy relative to the best compared isomer or geometry (same formula, charge and spin) in eV: 3.848
Frontier orbital gap (alpha / beta) in eV: 8.631 / 7.345
LUMO energy (alpha / beta) in eV: -0.2 / -0.6
E_tot in eV: -19841.51467

Last columns: bonded neighbours and bond lengths (Å).
Geometry (Å):
1 C 1.126 -1.211 -0.331  N3 1.384, H6 1.099, H7 1.079, H8 1.084
2 C -0.658 1.872 0.583  I4 1.960, H9 1.096, H10 1.018
3 N -0.232 -0.969 -0.446  C1 1.384, I5 1.963
4 I -2.360 2.218 -0.326  C2 1.960
5 I -1.615 -2.312 -0.076  N3 1.963
6 H 1.432 -2.266 -0.373  C1 1.099
7 H 1.602 -0.648 -1.120  C1 1.079
8 H 1.249 -0.696 0.616  C1 1.084
9 H -0.632 2.464 1.504  C2 1.096
10 H 0.088 1.550 -0.030  C2 1.018